The following is a quantum chemistry calculation of C4H4O12Zn as an isolated structure, from the OMol25 dataset.

Values from the calculation:
LUMO: -0.48 eV
Charge: -2
Kohn-Sham gap: 2.45 eV
HOMO energy: -2.933 eV

Positions of all 21 atoms, in Å:
Zn -2.470 12.060 -14.789
O 1.204 12.114 -9.562
C 0.368 12.882 -10.294
O 0.262 14.118 -10.114
O -0.258 12.331 -11.174
H 1.696 12.818 -9.132
O -5.638 16.718 -16.274
C -4.921 15.671 -15.797
O -4.149 15.817 -14.838
O -4.995 14.503 -16.288
H -5.122 17.431 -15.892
O -4.626 6.811 -14.494
C -4.069 8.004 -14.481
O -4.587 8.885 -13.775
O -3.124 8.365 -15.147
H -5.225 6.834 -13.744
O 2.745 14.911 -17.515
C 1.664 14.802 -16.773
O 1.376 15.738 -15.987
O 0.922 13.819 -16.767
H 2.946 15.820 -17.280

Force components x, y, z for each atom (eV/Å):
-0.1 0.1 -0.1
0.8 0.2 0.8
-1.1 1.7 -1.1
1.0 0.0 1.3
-1.3 -1.9 -1.7
0.5 -0.1 0.7
0.0 -0.2 -0.5
1.6 -3.2 1.0
-0.1 1.6 0.4
-1.1 0.8 -0.9
-0.2 0.6 0.2
0.0 -2.5 -0.5
-0.9 3.8 1.3
-1.8 0.1 1.9
3.0 -1.2 -2.9
-0.3 0.1 0.1
1.2 -0.1 -1.3
-3.1 0.2 3.0
0.9 1.2 -0.3
0.1 -2.0 -1.3
0.7 0.5 -0.2

Results of the Löwdin charge analysis, in e, for atoms 1 through 5: Zn 0.858; O 0.066; C -0.888; O -0.018; O 0.029

=====

The following is a quantum chemistry calculation of one molecule with the formula C6H8INO2, from the OMol25 dataset.

Values from the calculation:
LUMO: 0.35 eV
Charge: 0
Kohn-Sham gap: 8.47 eV
HOMO energy: -8.121 eV

Positions of all 18 atoms, in Å:
C -0.254 -0.863 -0.980
C 0.355 0.271 -0.554
C 1.097 1.067 -1.581
O 0.104 1.532 -2.462
C 0.303 0.783 0.907
N -0.984 0.243 1.314
C -1.099 -0.909 1.894
C -0.658 -1.847 2.819
I 0.536 -3.445 1.941
O -2.142 -1.587 2.138
H 0.137 -1.174 -1.905
H -0.768 -1.701 -0.405
H 1.712 0.394 -2.192
H 1.714 1.909 -1.041
H 0.393 2.173 -3.147
H 1.074 0.561 1.507
H 0.268 1.907 0.809
H -1.787 0.685 0.940

Force components x, y, z for each atom (eV/Å):
1.0 -0.2 2.0
0.2 -1.5 0.6
1.1 0.8 0.3
-0.8 1.4 -0.8
-3.9 1.8 -4.7
1.2 0.5 1.4
-0.4 0.7 0.8
1.4 -0.6 0.6
-0.5 0.3 0.0
-1.0 -0.7 -0.5
-0.3 -0.4 -1.5
0.5 1.7 -0.6
0.6 0.3 0.5
-0.9 -1.4 -1.2
0.2 -0.7 0.9
2.7 -1.3 2.2
-0.3 -1.0 0.5
-0.8 0.1 -0.4

Results of the Löwdin charge analysis, in e, for atoms 1 through 5: C 0.083; C -0.250; C -0.261; O -0.074; C -0.072

=====

The following is a quantum chemistry calculation of a 16-piece molecular cluster, C35H95N8O24 overall, from the OMol25 dataset.

Values from the calculation:
LUMO: 0.64 eV
Charge: -1
Kohn-Sham gap: 1.38 eV
HOMO energy: -0.737 eV

Positions of all 162 atoms, in Å:
C 1.106 -0.385 1.110
N 1.009 -0.624 -0.437
C -0.521 -0.643 -0.763
C 1.761 0.474 -1.212
C 1.509 -2.074 -0.569
C 1.103 -2.804 -1.899
O 1.795 -2.125 -2.888
H 2.180 -0.364 1.295
H 0.547 -1.121 1.688
H 0.734 0.578 1.459
H -0.956 0.339 -0.581
H -1.025 -1.236 0.000
H -0.746 -0.868 -1.805
H 1.141 1.350 -1.023
H 1.710 0.358 -2.294
H 2.802 0.590 -0.910
H 1.305 -2.748 0.263
H 2.577 -1.859 -0.537
H 0.071 -2.819 -2.250
H 1.354 -3.848 -2.086
H 1.123 -1.881 -3.529
O 1.790 0.336 -9.184
C 0.593 -0.410 -8.743
C -0.325 0.033 -7.534
O -1.001 -0.919 -6.686
H 0.983 -1.422 -8.632
H -0.062 -0.481 -9.612
H -1.002 0.761 -7.979
H 0.203 0.707 -6.860
C 7.042 -0.922 -4.191
C 6.544 -1.709 -5.386
O 7.457 -1.910 -6.401
O 6.799 0.430 -4.497
H 7.957 -1.297 -3.733
H 6.279 -1.056 -3.425
H 5.640 -1.332 -5.865
H 6.278 -2.707 -5.036
H 6.992 -1.785 -7.231
H 6.937 0.595 -5.432
C 5.911 2.439 3.344
C 6.392 1.094 4.019
O 6.118 -0.092 3.211
O 4.446 2.683 3.489
H 6.181 2.407 2.288
H 6.509 3.306 3.628
H 6.085 0.718 4.995
H 7.465 1.064 4.209
H 6.223 -0.822 3.826
H 4.267 3.555 3.128
C -6.196 -0.577 -5.875
C -5.619 0.850 -5.782
O -4.722 0.914 -4.642
O -5.393 -1.470 -6.536
H -7.135 -0.434 -6.408
H -6.302 -0.921 -4.846
H -6.333 1.671 -5.845
H -5.140 1.017 -6.747
H -3.995 0.347 -4.910
H -4.484 -1.332 -6.260
C 2.444 4.847 7.998
C 3.233 3.586 8.141
O 2.716 2.480 7.610
O 3.204 6.012 8.270
H 1.578 4.886 8.659
H 2.112 4.967 6.967
H 3.453 3.350 9.183
H 4.188 3.859 7.692
H 2.902 2.576 6.673
H 3.607 5.919 9.137
C -4.276 -2.171 5.134
C -4.418 -3.268 4.144
O -5.649 -3.904 4.117
O -3.952 -2.838 6.341
H -5.198 -1.617 5.316
H -3.495 -1.460 4.869
H -3.684 -4.071 4.211
H -4.149 -2.866 3.167
H -5.530 -4.857 4.137
H -4.813 -3.139 6.640
C 0.988 -3.303 7.314
C 1.134 -4.326 6.168
O 1.852 -3.669 5.155
O 2.263 -2.912 7.848
H 0.426 -3.866 8.059
H 0.622 -2.293 7.126
H 0.120 -4.600 5.878
H 1.556 -5.290 6.451
H 2.783 -3.551 5.357
H 2.389 -1.961 7.793
C -2.748 5.119 5.833
C -4.204 5.304 5.429
O -5.003 4.233 5.788
O -2.070 3.997 5.203
H -2.601 5.007 6.907
H -2.195 5.990 5.482
H -4.165 5.500 4.357
H -4.608 6.232 5.832
H -5.865 4.574 5.539
H -2.585 3.188 5.156
O 0.667 -7.982 -6.482
C 0.829 -6.830 -6.763
N -0.170 -6.038 -6.618
C 2.251 -6.232 -7.089
H -1.071 -6.373 -6.308
H -0.069 -5.033 -6.621
H 2.175 -5.166 -7.302
H 2.621 -6.614 -8.041
H 2.880 -6.312 -6.203
O -3.426 -5.404 -0.042
C -4.350 -5.555 -0.852
N -4.768 -6.754 -1.186
C -5.012 -4.443 -1.653
H -4.947 -7.018 -2.144
H -4.312 -7.543 -0.749
H -5.888 -4.879 -2.133
H -4.278 -4.119 -2.392
H -5.498 -3.648 -1.088
O 2.705 -8.663 -0.125
C 2.966 -9.238 0.993
N 2.042 -9.664 1.783
C 4.453 -9.523 1.315
H 1.157 -9.364 1.400
H 2.176 -10.463 2.387
H 4.464 -10.429 1.922
H 4.724 -8.703 1.981
H 5.129 -9.606 0.464
O 2.658 7.169 1.811
C 1.600 7.707 1.732
N 0.526 6.936 1.680
C 1.372 9.164 1.844
H -0.325 7.474 1.599
H 0.490 5.927 1.693
H 1.032 9.669 0.939
H 2.236 9.581 2.362
H 0.525 9.315 2.512
O -3.397 7.011 -0.382
C -3.195 6.143 -1.247
N -3.533 4.874 -1.026
C -2.767 6.475 -2.607
H -3.725 4.333 -1.857
H -3.837 4.479 -0.148
H -3.686 6.383 -3.186
H -1.978 5.789 -2.913
H -2.340 7.478 -2.639
O 2.648 6.269 -3.840
C 3.279 5.371 -4.269
N 4.271 4.804 -3.579
C 3.218 5.037 -5.761
H 4.454 5.159 -2.652
H 4.827 4.045 -3.947
H 3.113 3.983 -6.019
H 3.962 5.635 -6.286
H 2.222 5.380 -6.042
O -5.830 1.088 1.477
C -6.990 1.176 1.123
N -7.698 0.121 1.143
C -7.593 2.457 0.581
H -7.350 -0.760 1.493
H -8.632 0.106 0.758
H -7.679 2.448 -0.506
H -7.038 3.345 0.881
H -8.607 2.749 0.853

Force components x, y, z for each atom (eV/Å):
0.6 0.8 -1.0
-2.6 -1.0 1.5
0.6 1.3 0.5
-1.3 -0.2 0.0
0.5 -0.7 -1.4
0.3 0.5 -0.3
0.4 1.2 -1.2
-0.1 -0.4 0.4
0.3 -0.3 -0.5
-0.2 0.2 -0.8
0.5 0.4 -0.1
0.3 -0.7 -0.5
0.3 -0.4 0.2
0.5 0.2 0.3
0.0 -0.7 0.2
-0.3 -0.2 0.3
-0.6 0.8 0.4
0.2 -0.8 -0.4
-0.6 0.3 1.2
0.5 -0.4 1.6
0.4 0.3 -1.0
-2.1 -0.3 1.4
2.3 0.6 -0.8
0.0 -0.3 1.1
0.4 0.3 -1.0
-0.3 -0.7 0.8
-0.6 0.0 -0.4
-0.9 0.1 -0.4
1.1 0.2 0.1
-2.8 -0.2 -0.7
-0.9 -1.9 0.8
1.7 0.4 -1.3
1.3 1.5 0.4
0.7 0.7 -0.6
0.0 -0.6 0.3
-0.3 0.6 0.8
-0.3 -0.3 0.4
0.2 -0.1 -0.1
0.2 -0.1 -0.1
-0.9 -1.0 0.3
0.1 -0.9 -0.3
-0.1 0.9 -0.4
2.0 -0.7 0.2
-0.3 -0.7 -0.3
-0.2 -0.1 1.0
-1.1 1.5 0.5
0.4 0.9 -0.6
-0.1 -0.2 -0.2
0.0 0.2 -0.1
-0.7 2.0 0.8
0.6 -0.8 -0.3
-0.8 0.5 -1.0
0.5 -0.7 -1.0
-0.3 -0.7 0.0
-0.8 0.1 0.2
-0.4 -0.2 1.2
0.9 -0.1 0.0
0.7 0.1 0.1
0.5 -0.2 -0.2
-1.0 1.0 0.2
2.2 2.2 1.8
-1.3 -2.3 -1.8
0.5 0.0 -0.1
-0.4 -0.4 -0.1
-0.1 -0.1 0.0
-0.1 0.3 0.3
0.5 -0.2 -0.1
-0.4 -0.6 -0.4
0.0 0.0 0.1
0.0 -0.7 0.7
1.4 -0.1 -2.6
-1.7 -0.1 0.4
0.1 0.4 1.3
-0.2 0.2 -0.6
0.1 -0.2 0.0
0.6 0.5 0.9
-0.5 0.3 -0.6
0.0 0.2 0.0
0.1 -0.3 0.5
0.9 -0.4 0.7
0.1 1.9 0.7
-0.3 -0.4 -1.6
0.9 -1.0 0.3
-0.2 0.6 0.6
-1.5 -0.8 -1.0
0.0 0.4 -0.7
0.5 0.2 0.5
-0.1 -0.2 0.5
-0.2 -0.1 -0.1
0.2 -1.0 -0.2
1.8 1.1 -0.4
-0.6 -0.4 0.0
-0.1 0.8 -0.2
-0.3 0.2 0.2
0.0 0.0 0.1
-0.3 -0.4 -0.5
0.2 0.2 0.5
-0.5 -0.7 0.2
-0.5 0.2 0.3
0.5 -3.1 -0.1
3.5 -0.4 0.4
-2.9 4.2 0.1
-1.8 0.8 -0.3
0.4 -0.3 -0.1
0.0 0.0 -0.3
-0.2 0.2 0.2
0.3 -0.6 0.5
0.2 -0.6 -0.4
-1.4 0.3 -0.4
2.2 2.5 0.9
-0.8 -3.7 -0.8
-0.6 -0.7 0.1
-0.6 0.7 0.0
0.3 0.3 0.4
0.2 -0.1 -0.5
-0.3 0.4 0.1
0.9 0.2 0.3
0.3 -1.1 3.6
3.8 1.8 -6.7
-2.1 -0.5 1.6
-1.5 0.0 1.0
-0.5 -0.6 0.5
-0.3 0.4 0.0
0.4 -0.1 0.0
0.5 0.0 -0.1
-0.5 0.2 0.0
3.4 -0.4 0.1
-0.2 -0.8 0.2
-3.2 0.5 -0.3
-0.7 0.8 0.7
-0.4 -0.8 0.0
0.4 0.4 -0.1
0.7 -0.1 -0.2
0.0 0.3 -0.6
-0.1 0.0 0.3
0.9 -0.7 -0.6
-1.3 2.4 2.7
-0.1 -2.0 -0.7
0.8 0.1 -0.5
0.3 -0.4 0.3
-0.1 0.6 -0.1
0.3 0.1 -0.6
-0.3 -0.1 -0.4
-0.4 0.0 0.0
-2.3 2.5 1.8
1.9 -1.1 -3.0
1.1 -1.1 1.0
-1.7 -0.2 0.5
0.0 -0.2 -0.1
-0.2 0.2 0.1
1.0 -0.1 0.0
0.1 -0.5 -0.1
0.1 0.4 -0.2
1.2 1.0 0.4
2.5 3.0 -0.1
-4.3 -3.9 -0.4
-0.5 1.0 -0.3
0.3 0.3 -0.1
0.1 0.0 0.2
0.5 -0.2 -0.1
0.5 -0.4 -0.1
-0.3 -0.8 0.6

Results of the Löwdin charge analysis, in e, for atoms 1 through 5: C 0.010; N -0.289; C 0.023; C 0.040; C -0.076

=====

Question: Among the records above, which one has the lowest LUMO?
Answer: C4H4O12Zn

=====

Question: The highest LUMO belongs to which entry?
Answer: C35H95N8O24

=====

Question: What is the LUMO in the third record?
Answer: 0.64 eV

=====

Question: What is the HOMO energy in the second record?
Answer: -8.121 eV